Version A
A structure of composition C3H5OP, computed with the ωB97M-V functional and the def2-TZVPD basis.

The geometry in XYZ format:
```
10
Properties=species:S:1:pos:R:3
C 0.15 0.09 -1.50
C -0.25 -0.08 -0.27
C -0.14 0.05 1.15
O -1.69 -1.11 -0.79
P -1.07 -0.90 -2.31
H 1.19 0.52 -1.76
H 0.68 -0.54 1.67
H -1.10 -0.24 1.50
H -0.14 1.12 1.39
H -0.01 -1.75 -2.34
```

Multiplicity = 1
LUMO = 0.69 eV

Electronic structure analysis, Löwdin charges in units of e:
1. C -0.32
2. C -0.25
3. C -0.06
4. O -0.48
5. P 0.77
6. H 0.12
7. H 0.12
8. H 0.08
9. H 0.10
10. H -0.08


Version B
A cluster of 2 separate species, C3H5OP in total, computed with the ωB97M-V functional and the def2-TZVPD basis.

The geometry in XYZ format:
```
10
Properties=species:S:1:pos:R:3
C -1.86 -1.81 -0.02
C -1.26 -0.78 0.08
C 1.39 0.54 -0.38
O -0.84 1.86 -0.24
P -0.23 0.69 0.37
H -2.34 -2.70 -0.41
H 2.05 -0.27 0.05
H 1.08 0.32 -1.36
H 1.91 1.61 -0.45
H 0.10 0.54 2.36
```

Multiplicity = 1
LUMO = 0.00 eV

Electronic structure analysis, Löwdin charges in units of e:
1. C 0.05
2. C -0.24
3. C -0.25
4. O -0.40
5. P 0.52
6. H 0.04
7. H 0.06
8. H 0.01
9. H 0.11
10. H 0.09


Stability ranking, top and bottom: version A is the most stable and version B is the least stable.


Version A
A cluster of 2 separate species, C4H14N2OS in total, computed with the ωB97M-V functional and the def2-TZVPD basis.

The geometry in XYZ format:
```
22
Properties=species:S:1:pos:R:3
N -1.34 1.41 2.60
C -1.40 0.48 1.49
C -1.21 0.98 0.06
N 0.22 1.14 -0.29
C 0.72 0.33 -1.37
C 0.62 -1.18 -1.17
S -0.47 -2.02 -2.41
H -0.40 1.69 2.72
H -1.91 2.24 2.50
H -0.65 -0.29 1.66
H -2.32 -0.13 1.50
H -1.64 0.26 -0.62
H -1.69 1.96 -0.08
H 0.79 1.20 0.52
H 0.21 0.66 -2.28
H 1.76 0.60 -1.57
H 0.19 -1.44 -0.22
H 1.57 -1.69 -1.20
H 0.31 -3.09 -2.57
O 2.82 0.90 2.81
H 2.94 1.54 2.10
H 3.65 0.48 3.05
```

SMILES string = NCCNCCS.O
Multiplicity = 1
LUMO = 0.54 eV

Electronic structure analysis, Löwdin charges in units of e:
1. N 0.01
2. C -0.30
3. C -0.21
4. N -0.09
5. C -0.31
6. C -0.53
7. S 0.67
8. H 0.05
9. H 0.07
10. H 0.10
11. H 0.11
12. H 0.09
13. H 0.11
14. H 0.07
15. H 0.10
16. H 0.11
17. H 0.04
18. H 0.06
19. H -0.17
20. O -0.06
21. H 0.03
22. H 0.03


Version B
A cluster of 3 separate species, C4H14N2OS in total, computed with the ωB97M-V functional and the def2-TZVPD basis.

The geometry in XYZ format:
```
22
Properties=species:S:1:pos:R:3
N -0.33 0.61 0.70
C 0.35 -0.30 -0.21
C 1.76 0.09 -0.64
S 1.02 3.76 2.04
C -0.58 -0.39 -1.47
N -2.00 -0.45 -1.01
C -2.32 -1.73 -0.28
H -0.51 1.52 0.29
H 0.29 0.79 1.51
H 0.45 -1.31 0.20
H 1.80 0.92 -1.37
H 2.38 -0.74 -0.97
H 2.32 0.57 0.16
H -0.54 0.55 -2.03
H -0.39 -1.27 -2.09
H -2.59 -0.60 -1.84
H -1.89 -1.66 0.72
H -3.40 -1.72 -0.23
H -1.89 -2.57 -0.84
H 2.02 1.88 1.99
H 1.84 1.11 3.13
O 2.21 0.95 2.25
```

Multiplicity = 1
LUMO = -4.77 eV

Electronic structure analysis, Löwdin charges in units of e:
1. N 0.03
2. C -0.44
3. C -0.08
4. S 0.36
5. C -0.21
6. N -0.15
7. C -0.12
8. H 0.06
9. H 0.02
10. H 0.13
11. H 0.08
12. H 0.08
13. H 0.04
14. H 0.11
15. H 0.11
16. H 0.08
17. H 0.06
18. H 0.07
19. H 0.07
20. H -0.16
21. H 0.04
22. O -0.16


Version C
A cluster of 2 separate species, C4H14N2OS in total, computed with the ωB97M-V functional and the def2-TZVPD basis.

The geometry in XYZ format:
```
22
Properties=species:S:1:pos:R:3
C -1.73 -0.62 1.93
C -0.96 -0.40 0.61
C -1.01 -1.69 -0.24
S -2.70 -2.28 -0.54
N 0.42 -0.03 0.71
C 0.83 1.33 1.01
N 1.91 1.82 0.16
H -1.60 0.23 2.60
H -2.78 -0.83 1.77
H -1.28 -1.47 2.46
H -1.51 0.39 0.08
H -0.37 -1.66 -1.11
H -0.64 -2.49 0.41
H -2.36 -3.22 -1.45
H 0.96 -0.79 1.10
H 0.08 2.11 1.02
H 1.28 1.32 2.01
H 2.64 1.16 -0.01
H 1.60 2.09 -0.77
O 2.37 1.29 -3.95
H 1.82 1.87 -3.46
H 3.06 1.84 -4.33
```

SMILES string = C[C@H](CS)NCN.O
Multiplicity = 1
LUMO = 0.73 eV

Electronic structure analysis, Löwdin charges in units of e:
1. C -0.08
2. C -0.50
3. C -0.54
4. S 0.69
5. N -0.04
6. C -0.30
7. N 0.00
8. H 0.07
9. H 0.05
10. H 0.08
11. H 0.13
12. H 0.08
13. H 0.06
14. H -0.14
15. H 0.12
16. H 0.12
17. H 0.11
18. H 0.05
19. H 0.05
20. O -0.04
21. H 0.00
22. H 0.03


Stability ranking, top and bottom: version C is the most stable and version B is the least stable.


Version A
A cluster of 5 separate species, C4H17NO3 in total, computed with the ωB97M-V functional and the def2-TZVPD basis.

The geometry in XYZ format:
```
25
Properties=species:S:1:pos:R:3
C -0.22 0.74 -1.02
N -0.45 1.23 0.24
C 1.19 0.33 1.91
C -0.25 0.38 1.41
C -0.92 -0.97 1.13
H 0.47 -0.09 -1.05
H 0.20 1.51 -1.71
H -1.27 0.54 -1.48
H -1.88 -1.62 -1.95
H 1.43 -0.47 2.62
H 1.42 1.28 2.41
H 1.84 0.35 1.01
H -0.88 0.90 2.14
H -1.26 -1.53 1.99
H -0.33 -1.59 0.45
H -1.83 -0.76 0.61
H -3.46 1.20 -1.12
H 2.52 -1.73 -1.99
O 2.14 -1.42 -1.17
H -1.44 1.58 0.14
H -2.23 -2.27 -1.92
O -2.90 0.63 -0.59
H 2.39 -0.41 -1.01
H 3.33 1.23 -0.48
O 2.42 0.95 -0.59
```

Multiplicity = 1
LUMO = -4.61 eV

Electronic structure analysis, Löwdin charges in units of e:
1. C -0.08
2. N 0.11
3. C -0.02
4. C -0.36
5. C -0.03
6. H 0.06
7. H 0.16
8. H 0.13
9. H 0.01
10. H 0.09
11. H 0.09
12. H 0.05
13. H 0.14
14. H 0.09
15. H 0.09
16. H 0.03
17. H -0.02
18. H 0.00
19. O -0.17
20. H 0.14
21. H 0.05
22. O -0.25
23. H -0.05
24. H 0.00
25. O -0.26


Version B
A cluster of 4 separate species, C4H17NO3 in total, computed with the ωB97M-V functional and the def2-TZVPD basis.

The geometry in XYZ format:
```
25
Properties=species:S:1:pos:R:3
C -0.83 1.11 2.45
N -0.71 0.57 1.10
C -1.53 -0.63 0.91
C -3.00 -0.47 1.31
C -0.87 -1.95 1.50
H -1.79 1.56 2.72
H -0.18 1.99 2.40
H -0.56 0.38 3.20
H -0.70 1.16 0.29
H -1.55 -0.76 -0.17
H -3.26 0.53 1.65
H -3.40 -1.28 1.92
H -3.72 -0.67 0.50
H -0.04 -1.53 2.06
H -0.65 -2.63 0.69
H -1.63 -2.29 2.20
O 1.75 -2.04 -1.07
H 1.37 -1.93 -0.19
H 2.32 -1.25 -1.07
O 2.18 0.53 -0.70
H 1.87 1.29 -0.21
H 2.29 0.86 -1.60
O 2.08 2.57 -4.46
H 2.77 2.04 -4.87
H 1.24 2.26 -4.80
```

SMILES string = CNC(C)C.O.O.O
Multiplicity = 1
LUMO = 0.46 eV

Electronic structure analysis, Löwdin charges in units of e:
1. C -0.13
2. N -0.11
3. C -0.43
4. C -0.08
5. C -0.04
6. H 0.06
7. H 0.08
8. H 0.08
9. H 0.10
10. H 0.12
11. H 0.06
12. H 0.06
13. H 0.07
14. H 0.07
15. H 0.07
16. H 0.06
17. O -0.08
18. H 0.00
19. H -0.01
20. O -0.05
21. H 0.05
22. H 0.05
23. O -0.06
24. H 0.03
25. H 0.03


Stability ranking, top and bottom: version B is the most stable and version A is the least stable.